A 19-piece molecular cluster, C90H223N13O19 overall, computed with ωB97M-V/def2-TZVPD.

Last column: Mulliken charge in e.
Atoms and positions in Å:
C -9.53 -36.09 -4.03  -1.535
C -9.58 -35.04 -5.16  0.915
C -9.33 -35.75 -6.45  -0.821
C -9.75 -34.87 -7.64  0.415
C -11.26 -34.66 -7.65  -1.684
C -11.53 -33.80 -6.41  1.823
N -10.95 -34.44 -5.20  -0.018
O -11.15 -33.50 -4.12  -0.203
C -11.01 -32.27 -6.65  -1.211
C -13.05 -33.75 -6.22  -1.928
C -8.40 -34.00 -4.84  1.933
H -8.56 -36.57 -3.99  0.237
H -10.34 -36.84 -4.07  0.433
H -9.69 -35.43 -3.17  0.268
H -8.24 -35.96 -6.50  0.010
H -9.87 -36.70 -6.53  0.391
H -9.33 -35.36 -8.55  0.372
H -9.27 -33.89 -7.58  -0.499
H -11.82 -35.58 -7.58  0.344
H -11.67 -34.13 -8.48  0.575
H -11.63 -31.76 -7.34  0.780
H -11.09 -31.74 -5.72  0.112
H -9.99 -32.16 -6.95  -0.118
H -13.29 -33.02 -5.46  0.294
H -13.60 -33.49 -7.14  0.398
H -13.49 -34.78 -5.92  0.406
H -8.23 -33.32 -5.69  -0.869
H -7.49 -34.59 -4.59  -0.413
H -8.62 -33.35 -4.01  -0.575
H -11.65 -33.96 -3.43  0.246
C -4.33 -34.78 -8.93  -1.394
C -3.78 -35.43 -7.57  1.112
C -2.21 -35.33 -7.54  -1.063
C -1.59 -35.72 -6.17  -0.810
C -2.26 -34.89 -5.05  -0.017
C -3.81 -34.97 -5.05  1.872
N -4.33 -34.66 -6.43  0.074
O -5.70 -34.71 -6.43  0.700
C -4.36 -36.32 -4.46  -1.200
C -4.28 -33.82 -4.18  0.883
C -4.19 -36.95 -7.52  -1.463
H -4.10 -33.69 -8.93  0.018
H -5.40 -34.91 -9.02  0.232
H -3.71 -35.19 -9.74  0.583
H -1.94 -36.08 -8.28  0.438
H -1.91 -34.32 -7.84  0.336
H -0.49 -35.54 -6.16  0.522
H -1.68 -36.84 -6.00  0.267
H -2.05 -33.82 -5.23  -0.364
H -1.85 -35.05 -4.08  -0.253
H -5.40 -36.45 -4.71  -0.035
H -3.92 -37.25 -4.82  0.371
H -4.33 -36.36 -3.37  -0.347
H -4.13 -32.91 -4.80  -0.194
H -5.33 -33.93 -3.95  -0.475
H -3.63 -33.83 -3.29  -0.356
H -4.43 -37.16 -8.59  0.567
H -5.10 -37.03 -6.91  0.058
H -3.44 -37.62 -7.05  0.235
H -5.99 -33.84 -6.72  0.024
C -6.40 -31.92 1.71  -0.296
C -7.58 -32.90 1.35  1.131
C -8.42 -32.42 0.14  -1.046
C -7.72 -32.55 -1.16  1.102
C -7.27 -33.98 -1.40  -0.211
C -6.40 -34.51 -0.20  2.792
N -7.15 -34.25 1.05  -0.021
O -6.27 -34.56 2.12  -0.450
C -6.29 -36.05 -0.31  -2.158
C -4.96 -33.96 -0.20  -0.936
C -8.47 -33.06 2.63  -2.277
H -6.00 -31.49 0.73  -0.560
H -5.58 -32.45 2.30  0.096
H -6.89 -31.11 2.28  0.575
H -9.36 -32.98 0.16  0.384
H -8.72 -31.37 0.26  0.107
H -6.84 -31.98 -1.15  -0.886
H -8.30 -32.18 -1.97  0.031
H -6.60 -34.06 -2.26  -0.571
H -8.12 -34.66 -1.56  0.084
H -7.28 -36.52 -0.05  0.469
H -6.06 -36.33 -1.34  0.139
H -5.51 -36.54 0.29  0.427
H -4.28 -34.39 -0.91  0.283
H -4.97 -32.92 -0.14  -0.518
H -4.49 -34.32 0.75  0.488
H -9.00 -32.05 2.83  0.292
H -7.86 -33.35 3.45  0.444
H -9.23 -33.79 2.49  0.549
H -6.56 -35.50 2.21  0.404
C -4.04 -25.05 -0.62  -0.139
C -4.95 -23.89 -1.01  1.640
C -4.64 -22.72 -0.14  -1.226
C -3.34 -22.02 -0.56  -0.383
C -3.46 -21.56 -1.96  -1.516
C -3.75 -22.62 -3.00  2.193
N -4.86 -23.44 -2.44  -0.203
O -5.34 -24.51 -3.33  1.155
C -4.27 -22.02 -4.29  -1.952
C -2.48 -23.41 -3.41  -1.508
C -6.40 -24.34 -0.79  -0.863
H -3.03 -24.85 -0.52  0.674
H -4.21 -25.89 -1.26  -0.835
H -4.45 -25.42 0.34  -0.303
H -5.39 -21.95 -0.13  0.376
H -4.62 -23.19 0.88  0.079
H -2.40 -22.58 -0.44  0.260
H -3.22 -21.09 0.05  0.406
H -2.57 -21.05 -2.20  0.375
H -4.33 -20.89 -2.02  0.383
H -5.23 -21.52 -4.13  0.418
H -3.58 -21.28 -4.69  0.451
H -4.49 -22.74 -5.10  0.159
H -1.82 -22.84 -4.05  0.634
H -1.84 -23.67 -2.53  0.135
H -2.83 -24.31 -3.92  -0.129
H -6.46 -24.52 0.27  -0.126
H -6.79 -25.23 -1.29  -0.606
H -7.03 -23.49 -1.07  0.603
H -4.74 -25.38 -3.27  -0.107
C -0.79 -27.95 -2.46  -1.023
C -0.22 -27.45 -3.78  1.450
C 0.79 -26.36 -3.71  -1.658
O 0.19 -28.56 -4.60  -0.102
H -1.08 -27.12 -1.79  0.183
H -0.09 -28.45 -1.85  0.877
H -1.68 -28.57 -2.69  -0.312
H -1.10 -27.04 -4.41  -0.432
H 1.12 -26.17 -4.74  0.426
H 1.76 -26.67 -3.16  0.188
H 0.40 -25.46 -3.25  0.274
H 0.78 -29.09 -4.06  -0.032
C -2.04 -31.88 4.81  -1.179
C -1.53 -33.29 4.56  0.551
C -2.57 -34.24 4.04  -1.164
O -0.56 -33.23 3.47  -0.480
H -1.20 -31.25 5.09  0.452
H -2.76 -31.81 5.64  0.469
H -2.50 -31.41 3.86  -0.015
H -1.01 -33.66 5.45  0.179
H -3.44 -34.36 4.66  0.495
H -2.12 -35.18 3.74  0.411
H -3.07 -33.76 3.17  -0.050
H 0.12 -32.58 3.68  0.248
C -11.68 -28.14 -6.91  -1.844
C -10.16 -28.33 -6.83  1.336
C -9.36 -27.19 -7.43  -0.828
O -9.74 -28.43 -5.44  1.212
H -12.00 -27.17 -6.59  0.303
H -12.24 -28.84 -6.31  0.322
H -12.00 -28.29 -7.96  0.481
H -9.83 -29.23 -7.35  -0.126
H -10.03 -26.56 -8.08  0.416
H -8.52 -27.49 -8.08  -0.052
H -9.10 -26.50 -6.61  -0.098
H -10.23 -29.14 -5.06  -0.790
C 3.35 -31.67 2.08  -1.127
C 2.37 -30.56 2.51  0.394
C 2.27 -29.43 1.51  -0.699
O 1.13 -31.20 2.67  -0.358
H 4.38 -31.38 1.88  0.426
H 2.89 -32.18 1.20  0.087
H 3.42 -32.37 2.92  0.300
H 2.62 -30.10 3.48  0.350
H 3.24 -29.07 1.08  0.406
H 1.61 -28.56 1.74  0.107
H 1.87 -29.95 0.61  -0.136
H 0.79 -31.42 1.79  0.200
C -5.80 -26.61 -6.95  0.618
C -4.42 -26.99 -7.40  0.559
C -3.57 -25.74 -7.60  -1.466
O -3.87 -27.95 -6.41  0.339
H -6.45 -27.50 -6.91  -0.940
H -6.30 -25.98 -7.64  1.100
H -5.87 -26.07 -5.98  -1.077
H -4.54 -27.55 -8.36  0.335
H -3.30 -25.37 -6.59  0.058
H -4.12 -25.00 -8.23  0.374
H -2.59 -25.93 -7.98  0.427
H -3.08 -28.33 -6.82  -0.418
C -7.89 -28.29 0.10  0.154
C -8.04 -27.20 1.09  1.280
C -8.93 -27.56 2.33  -2.112
O -6.73 -27.00 1.60  1.398
H -7.15 -27.96 -0.62  -0.844
H -8.89 -28.45 -0.33  0.296
H -7.59 -29.16 0.60  -0.248
H -8.41 -26.25 0.68  -0.179
H -8.83 -26.85 3.10  0.477
H -8.67 -28.50 2.74  0.342
H -9.93 -27.73 1.91  0.489
H -6.11 -27.38 0.97  -0.951
C -6.46 -30.45 -6.06  2.050
C -6.99 -31.00 -7.38  0.285
C -6.81 -29.91 -8.48  0.927
O -7.07 -30.46 -9.77  -0.454
C -7.36 -29.41 -10.66  -0.670
N -6.27 -32.19 -7.82  0.445
H -5.38 -30.32 -6.05  -0.816
H -6.84 -31.10 -5.33  0.627
H -6.79 -29.39 -5.90  -1.391
H -8.00 -31.33 -7.13  -0.892
H -5.74 -29.61 -8.44  0.180
H -7.37 -29.01 -8.29  -0.964
H -6.86 -28.45 -10.41  0.259
H -8.45 -29.17 -10.54  0.227
H -7.22 -29.64 -11.76  0.266
H -5.31 -32.08 -8.01  -0.308
H -6.70 -32.53 -8.66  0.266
C -0.42 -32.84 -1.91  -0.435
C -0.78 -33.38 -0.49  0.388
C -0.90 -34.91 -0.48  -1.263
O -1.94 -35.39 -1.31  0.437
C -1.78 -36.75 -1.56  -0.997
N 0.26 -32.93 0.53  0.149
H -1.18 -33.18 -2.62  -0.541
H 0.63 -33.18 -2.23  0.514
H -0.40 -31.75 -1.96  0.153
H -1.68 -32.87 -0.23  -0.310
H -1.14 -35.22 0.56  0.511
H 0.15 -35.31 -0.82  0.432
H -2.61 -37.06 -2.22  0.180
H -1.76 -37.30 -0.61  0.361
H -0.80 -36.99 -2.03  0.280
H -0.20 -33.11 1.43  0.170
H 1.02 -33.60 0.45  0.228
C 3.91 -29.14 -4.15  -1.574
C 3.12 -30.43 -4.22  1.480
C 3.94 -31.69 -4.06  -1.174
O 3.15 -32.83 -4.25  -0.003
C 3.97 -33.98 -4.09  -0.922
N 1.92 -30.41 -3.35  -0.042
H 4.91 -29.35 -4.51  0.480
H 3.90 -28.77 -3.15  0.360
H 3.45 -28.41 -4.84  0.267
H 2.71 -30.45 -5.30  -0.834
H 4.40 -31.65 -3.07  0.430
H 4.71 -31.63 -4.79  0.458
H 4.72 -34.02 -4.92  0.313
H 3.31 -34.87 -4.17  0.224
H 4.47 -34.02 -3.13  0.356
H 1.48 -31.38 -3.35  -0.169
H 2.18 -30.22 -2.38  0.101
C -10.29 -25.22 -1.78  -1.335
C -10.48 -24.71 -3.19  0.178
C -9.12 -24.31 -3.79  0.787
O -9.31 -23.95 -5.14  -0.441
C -8.08 -23.84 -5.89  0.098
N -11.27 -25.67 -3.99  -0.281
H -11.23 -25.17 -1.31  0.673
H -9.59 -24.49 -1.32  0.430
H -9.87 -26.26 -1.71  -0.171
H -11.10 -23.82 -3.03  0.331
H -8.40 -25.16 -3.79  -0.851
H -8.52 -23.55 -3.21  0.314
H -7.68 -22.83 -5.78  0.357
H -8.24 -24.04 -6.93  0.356
H -7.47 -24.56 -5.52  -0.518
H -11.42 -25.11 -4.83  0.430
H -10.67 -26.43 -4.30  -0.240
C -6.33 -23.87 4.21  -1.730
C -5.35 -24.99 4.59  1.455
C -4.78 -24.43 5.89  -0.786
O -3.72 -25.25 6.38  -0.265
C -2.99 -24.56 7.32  -0.822
N -5.96 -26.34 4.75  -0.744
H -7.02 -23.67 5.04  0.463
H -6.88 -24.11 3.31  0.253
H -5.82 -22.91 4.11  0.438
H -4.60 -25.00 3.77  -0.195
H -5.61 -24.42 6.66  0.300
H -4.30 -23.42 5.66  0.325
H -3.61 -24.13 8.12  0.305
H -2.42 -23.71 6.94  0.336
H -2.30 -25.26 7.86  0.235
H -6.20 -26.67 3.83  -0.017
H -5.19 -26.97 5.03  0.318
C -11.78 -30.54 -0.99  -1.227
C -11.94 -30.36 -2.52  -0.042
C -12.46 -29.01 -2.97  0.519
O -13.68 -28.62 -2.33  -0.500
C -14.15 -27.29 -2.82  -0.333
N -10.77 -30.63 -3.33  1.102
H -12.69 -30.24 -0.49  0.545
H -10.90 -30.10 -0.56  0.010
H -11.67 -31.66 -0.84  0.244
H -12.75 -31.00 -2.88  0.324
H -12.59 -29.15 -4.09  -0.068
H -11.72 -28.24 -2.79  -0.112
H -14.92 -26.95 -2.14  0.309
H -14.54 -27.45 -3.87  0.233
H -13.30 -26.65 -2.86  -0.046
H -9.96 -30.16 -2.95  -0.395
H -10.44 -31.61 -3.37  -0.812
C -2.78 -31.46 -7.22  -0.303
C -1.72 -30.55 -6.62  0.996
C -0.41 -31.25 -6.40  0.025
O 0.04 -31.75 -7.62  -0.578
C 1.37 -32.28 -7.40  -0.447
N -1.56 -29.37 -7.54  -0.586
H -3.20 -32.17 -6.49  0.047
H -2.33 -31.96 -8.09  0.674
H -3.67 -30.88 -7.53  -0.507
H -2.02 -30.16 -5.64  -0.727
H -0.50 -32.07 -5.63  -0.177
H 0.24 -30.45 -6.03  0.397
H 1.98 -31.52 -6.84  0.094
H 1.80 -32.52 -8.31  0.515
H 1.26 -33.19 -6.74  0.081
H -1.38 -29.76 -8.46  0.386
H -0.74 -28.80 -7.31  0.185
C -6.74 -27.84 -3.52  -0.548
C -5.39 -28.16 -2.96  2.872
C -5.01 -29.59 -3.12  0.410
O -4.05 -29.83 -2.11  0.668
C -3.27 -31.01 -2.27  0.038
N -4.40 -27.28 -3.60  1.760
H -7.47 -28.50 -3.12  0.409
H -6.70 -27.91 -4.62  -1.293
H -7.04 -26.82 -3.26  -0.778
H -5.56 -28.04 -1.86  -0.609
H -4.58 -29.64 -4.12  -0.435
H -5.91 -30.22 -2.92  -0.384
H -3.98 -31.77 -2.58  0.172
H -2.81 -31.21 -1.35  -0.072
H -2.47 -30.95 -3.06  -0.781
H -4.31 -27.52 -4.58  -1.408
H -3.47 -27.48 -3.12  -0.387
C -4.68 -29.34 2.80  -1.644
C -3.90 -28.42 1.94  1.582
C -2.45 -28.88 1.68  -0.529
O -1.71 -27.95 0.92  0.766
C -1.13 -26.95 1.71  -0.990
N -4.61 -28.35 0.60  2.244
H -5.70 -29.03 2.79  0.029
H -4.46 -29.42 3.85  0.590
H -4.68 -30.34 2.44  -0.065
H -3.97 -27.40 2.33  -0.293
H -2.57 -29.85 1.14  -0.304
H -1.89 -29.20 2.59  0.116
H -0.57 -27.35 2.62  0.178
H -1.91 -26.35 2.09  0.148
H -0.47 -26.41 1.05  0.318
H -4.21 -27.65 -0.01  -0.699
H -4.49 -29.21 0.07  -1.297

## Properties
- F_max: 3.1 eV/Å
- Energy: -5703.87613 Eh
- Frontier orbital gap: 8.002 eV
- Total charge: 0
- Lowest unoccupied orbital energy: 0.237 eV